14
Properties=species:S:1:pos:R:3:forces:R:3 method="wB97M-V/def2-TZVPD" lumo_ev="2.5 / 2.6" homo_energy_ev="-1.36 / -1.14" s2=12.01 spin_multiplicity=7 total_charge=-1
C -0.4944 2.0846 -0.7942 -0.34 -0.07 -0.07
C -1.9250 -0.1400 0.4114 0.04 -3.02 1.17
H -1.4253 1.9583 -1.3901 0.24 -0.03 0.01
H -0.2067 3.1487 -0.9321 -0.09 -0.19 0.08
C -1.0211 0.4224 1.2803 -1.73 2.54 -2.92
Li 0.3859 -1.7162 1.9620 -0.42 0.64 0.52
O 0.5154 1.2401 -1.2268 -0.19 0.08 0.10
Sm 1.0192 -0.8578 -0.8741 0.02 -0.03 -0.32
C -0.8441 1.9040 0.6893 1.99 0.01 1.95
H -1.6805 2.5685 0.9662 0.11 -0.42 0.01
O -0.4599 0.0129 2.3661 0.06 -0.51 -0.82
H -2.2874 0.1504 -0.5756 0.40 0.74 0.54
H 0.0379 2.2458 1.2571 -0.10 0.42 -0.12
H -2.3293 -1.1135 0.7083 0.01 -0.15 -0.13


14
Properties=species:S:1:pos:R:3:forces:R:3 method="wB97M-V/def2-TZVPD" lumo_ev="-5.2 / -5.5" homo_energy_ev="-9.60 / -10.26" s2=3.78 spin_multiplicity=4 e_above_lowest_kcal_mol=117.69 total_charge=+1
C -0.7975 0.8042 -0.1755 -2.21 1.85 -0.61
H -1.3096 -0.1137 -0.4329 2.36 -1.37 0.13
H -0.8825 -2.1436 -1.9490 0.14 0.01 0.42
Li -0.1782 -0.0214 2.2452 -0.13 -0.34 -0.60
O 1.2408 1.9941 0.3314 3.30 -0.82 0.76
H -1.6388 1.3492 -0.6234 -0.96 0.83 1.09
C -0.5551 -2.1232 -0.9059 2.25 -1.05 -0.81
H -1.3161 -2.2531 -0.1112 0.57 0.06 -0.47
H -0.6047 2.5813 1.0294 0.19 0.17 -0.73
C -0.1012 1.7142 0.5948 -1.10 -0.92 0.06
Tm 2.9254 0.1541 0.2665 -1.90 -0.84 0.02
O 1.0824 -2.2412 0.7592 1.25 1.29 -2.49
H 1.3384 2.5235 -0.4713 -0.48 0.37 -0.34
C 0.7966 -2.2244 -0.5573 -3.30 0.76 3.55


16
Properties=species:S:1:pos:R:3:forces:R:3 method="wB97M-V/def2-TZVPD" lumo_ev="-12.2 / -12.2" homo_energy_ev="-15.34 / -15.32" s2=0.76 spin_multiplicity=2 e_above_lowest_kcal_mol=54.42 total_charge=+2
H 0.6173 3.1608 2.1306 0.05 -0.24 -0.08
H -0.6754 -1.8320 -2.6544 0.09 0.36 0.51
O -0.9918 -1.3792 1.1197 -0.49 -3.46 1.34
H -0.8667 1.8838 0.6780 0.21 -0.23 -0.01
H 1.0130 -1.2017 -2.4705 -0.11 -0.66 0.18
O -1.3810 -0.3874 -0.8015 -1.14 0.56 0.58
Lu -0.4886 -3.5194 0.6555 0.02 5.87 -0.42
O 2.1796 2.1500 1.3325 -1.08 -0.16 0.07
C -0.0368 -1.0901 -2.1683 2.88 -2.39 -2.53
O 0.3205 -1.7543 -0.5552 -0.38 -0.60 -2.03
C 1.0061 2.2775 1.5780 1.26 0.57 0.07
H -0.5126 0.8992 2.1073 0.17 0.05 -0.25
C -0.4194 -0.7304 0.0946 0.89 0.66 0.68
H -0.1475 -0.0831 -2.5915 -1.00 0.67 1.68
C -0.0698 1.3091 1.1824 -1.03 0.82 0.66
O 0.4533 0.2973 0.3627 -0.32 -1.81 -0.46